# C6H4N2O

An isolated molecule of C6H4N2O (the ωB97M-V functional and the def2-TZVPD basis, the Open Molecules 2025 dataset).

Positions of all 13 atoms, in Å:
O 2.5607 -1.4081 -0.0003
C 1.7251 -0.5328 -0.0008
C 1.9881 0.9992 0.0355
N 0.9267 1.7243 -0.0140
C -0.1552 0.7827 0.0009
C -1.5264 0.8101 -0.0201
C -1.9474 -0.5430 0.0051
N -0.8397 -1.3207 -0.0102
C 0.2663 -0.5287 -0.0085
H 2.9437 1.5342 -0.1189
H -2.1703 1.6859 0.1255
H -2.9783 -0.8820 -0.0503
H -0.7936 -2.3212 0.0563

Energy: -11312.859 eV
Structure (SMILES): O=C1C=Nc2cc[nH]c21
HOMO-LUMO gap: 7.95 eV
HOMO energy: -8.7544 eV
Charge: 0
E_LUMO: -0.029 Eh
F_max: 0.0372 Eh/bohr

Atomic partial charges in e from the Mulliken method, atoms 1 to 6: O -0.5639; C 0.4729; C -0.1748; N -0.5957; C 0.8053; C -0.7252